C6H32O12 | ωB97M-V/def2-TZVPD

```
50
Properties=species:S:1:pos:R:3:forces:R:3
C 2.8721 -0.7900 0.7672 -0.674 -0.596 3.811
C 1.5115 -0.2528 1.1468 -1.354 -0.540 -0.597
C 0.4328 -1.0373 0.7569 -0.066 -3.918 -4.225
C -0.9271 -0.8806 0.9002 -2.065 1.562 -0.232
C -2.0691 -1.6236 0.6367 -1.220 -0.858 -0.317
O -3.3677 -1.1580 0.7111 2.689 0.719 -0.492
C 1.1078 0.9035 1.9413 2.938 4.608 -1.401
H 3.5552 -0.7688 1.6568 -0.422 0.364 -0.916
H 2.8998 -1.8297 0.5218 -0.758 -0.733 -0.303
H 3.2904 -0.2833 -0.0104 1.315 1.994 -2.051
H 0.5535 -1.8414 -0.1242 0.721 1.077 2.500
H -1.2706 0.1111 0.9871 -0.167 1.580 1.346
H -2.0826 -2.6899 0.3277 0.078 0.632 0.568
H -3.4239 -0.1513 0.6453 0.307 -1.296 0.558
H 1.7869 1.9589 1.7284 -1.411 -3.171 0.339
H 1.3534 0.7021 2.9409 0.478 -0.267 1.720
H 0.0983 1.3202 1.9608 0.036 -1.032 -0.551
H -2.6083 1.3879 -1.8326 0.724 -1.112 -2.985
H -2.0680 1.7063 -0.4915 -1.971 0.588 -0.927
O -2.9107 1.7601 -1.0507 1.870 -0.016 2.032
H 2.6646 0.9854 -1.8955 0.675 0.306 0.709
H 2.6651 2.2830 -1.1164 -1.548 1.750 0.705
O 3.2373 1.6486 -1.4791 1.650 -2.355 -0.982
H 0.1417 0.6755 -3.2393 0.359 0.417 0.344
H 1.5756 1.2243 -2.8667 0.108 0.445 -1.027
O 0.6873 1.1111 -2.5547 -1.206 -0.769 0.266
H 0.7745 4.0264 -0.8342 -1.568 1.740 0.039
H 0.4634 2.3754 -0.9035 1.124 2.694 -0.374
O 1.1072 3.1673 -0.8634 0.345 -4.075 0.452
H 2.0158 -1.9593 -1.9971 0.127 0.208 -0.322
H 1.4980 -3.3655 -1.6811 -0.454 1.629 -1.979
O 1.4297 -2.6131 -2.3923 0.204 -1.811 2.347
H 1.3512 -5.0221 0.4008 0.465 -0.729 0.711
H 0.1172 -4.1427 0.3965 -2.035 0.630 1.752
O 0.8139 -4.4440 -0.1132 1.703 0.001 -2.444
H -0.4737 1.8601 4.1454 -0.300 -2.174 0.126
H -1.6507 0.8132 4.0693 2.418 0.030 0.260
O -0.6292 0.8558 4.1085 -2.507 2.184 0.024
H -1.3095 -0.8604 -3.8143 -0.536 1.120 0.005
H -2.6921 -0.1048 -3.7057 3.244 0.464 -0.370
O -1.6586 0.0708 -3.7761 -2.792 -1.888 0.382
H -4.0266 2.9310 1.4049 0.740 -0.905 -0.015
H -3.9690 1.8589 0.3104 0.408 0.576 0.473
O -3.4792 2.1677 1.0989 -1.620 0.658 1.235
H 4.3381 1.5690 2.3458 0.577 0.884 -1.161
H 3.8222 0.3261 2.9657 0.633 1.702 0.998
O 4.1180 1.2548 3.2037 -1.029 -2.364 0.394
H -4.5094 -1.2618 -1.9925 1.451 -2.227 -0.339
H -3.2916 -1.9137 -1.2548 -1.608 -0.498 -2.272
O -3.8646 -2.0603 -2.0889 -0.080 2.773 2.188
```
Positions in Å, forces in eV/Å.

Output
Spin multiplicity: 2
<S²>: 0.78
Lowest unoccupied orbital energy (alpha / beta) (hartree): -0.1636 / -0.2589
Net charge: +1
ΔE to the lowest compared entry with this formula, charge and spin (kJ/mol): 0.0
Gap between HOMO and LUMO (alpha / beta) (eV): 9.0 / 7.1
Electronic energy (eV): -31299.108